{
  "formula": "C37H55N3O3PS2Tc",
  "method": "wB97M-V/def2-TZVPD",
  "orbital_gap_ev": [6.4845, 6.4316],
  "de_lowest_ev": 0.444,
  "total_charge": 1,
  "e_lumo_ha": [-0.147, -0.156],
  "spin_multiplicity": 4,
  "symbols": ["Tc", "C", "C", "C", "C", "C", "C", "C", "C", "C", "C", "C", "C", "C", "C", "C", "C", "C", "H", "H", "H", "H", "H", "H", "H", "H", "H", "H", "H", "H", "H", "H", "H", "H", "H", "H", "H", "H", "H", "H", "H", "H", "H", "H", "H", "H", "H", "N", "C", "C", "O", "O", "H", "H", "H", "H", "C", "N", "C", "C", "C", "N", "C", "C", "O", "H", "H", "H", "H", "H", "H", "H", "H", "H", "H", "H", "H", "S", "P", "S", "C", "C", "C", "C", "C", "C", "C", "C", "C", "C", "C", "C", "H", "H", "H", "H", "H", "H", "H", "H", "H", "H"],
  "positions_angstrom": [[-0.1509, 0.0751, -0.3469], [0.4257, -0.8296, 1.7182], [1.0155, 0.4713, 1.9268], [-0.0425, 1.2731, 2.5277], [-1.0501, 0.3913, 2.9517], [-0.7897, -0.8975, 2.5035], [-1.5982, -2.1255, 2.7761], [-2.8678, -2.0819, 1.9067], [-2.0227, -2.1585, 4.2510], [-0.8032, -3.4016, 2.4778], [-0.2354, 2.7713, 2.5939], [0.1363, 3.3328, 3.9811], [0.5397, 3.4936, 1.4865], [-1.7231, 3.1137, 2.3796], [2.5265, 0.5998, 2.1434], [3.3042, 1.0698, 0.9106], [2.8368, 1.5492, 3.3082], [3.0976, -0.7683, 2.5626], [1.0105, -1.7283, 1.5995], [-1.9377, 0.6900, 3.4717], [-3.4383, -1.1789, 2.1065], [-3.4898, -2.9475, 2.1229], [-2.6092, -2.0846, 0.8508], [-2.7308, -1.3675, 4.4750], [-1.1594, -2.0547, 4.9029], [-2.5010, -3.1112, 4.4665], [-0.4613, -3.4235, 1.4476], [-1.4260, -4.2754, 2.6543], [0.0618, -3.4738, 3.1335], [1.2070, 3.4405, 4.1113], [-0.2423, 2.6797, 4.7641], [-0.3165, 4.3141, 4.1079], [1.6084, 3.3210, 1.5415], [0.3650, 4.5649, 1.5675], [0.1843, 3.1563, 0.5083], [-2.3238, 2.8557, 3.2457], [-2.1352, 2.5980, 1.5190], [-1.8181, 4.1848, 2.2136], [2.8772, 1.9751, 0.4884], [3.3092, 0.2921, 0.1557], [4.3330, 1.2716, 1.1976], [2.7065, 2.5886, 3.0317], [3.8766, 1.4248, 3.6051], [2.2089, 1.3188, 4.1647], [3.0776, -1.4901, 1.7523], [2.5447, -1.1631, 3.4107], [4.1354, -0.6505, 2.8639], [-1.2840, 1.0921, -2.0424], [-2.6647, 1.3993, -1.6556], [-2.9231, 0.9667, -0.1847], [-3.9855, 1.1807, 0.3426], [-1.9056, 0.4070, 0.3641], [-0.8312, 1.9274, -2.4014], [-1.3382, 0.4041, -2.8149], [-3.3725, 0.8345, -2.2689], [-2.8969, 2.4634, -1.7354], [2.9852, -2.2761, -1.4945], [3.2736, -1.1382, -2.3395], [4.3834, -1.3059, -3.2597], [4.2572, -0.3224, -4.4107], [4.1250, 1.0728, -3.8234], [3.0001, 1.1020, -2.9074], [2.4165, 2.4006, -2.6609], [2.6012, 0.0201, -2.2011], [1.6225, 0.1169, -1.4166], [2.5669, -3.0965, -2.0829], [2.2695, -1.9943, -0.7229], [3.9091, -2.6178, -1.0238], [4.3638, -2.3340, -3.6307], [5.3317, -1.1528, -2.7289], [3.3662, -0.5566, -4.9948], [5.1271, -0.3812, -5.0624], [3.9426, 1.8089, -4.6110], [5.0455, 1.3577, -3.2974], [1.9085, 2.7681, -3.5562], [3.2040, 3.1059, -2.3915], [1.7112, 2.3380, -1.8341], [-2.4044, -1.2754, -3.7218], [-1.5085, -2.7183, -2.7322], [-0.3976, -2.2248, -1.0334], [-2.6483, -4.0331, -2.1935], [-2.6001, -4.5902, -0.9247], [-3.4665, -5.6185, -0.6002], [-4.3710, -6.0903, -1.5372], [-4.4268, -5.5207, -2.8009], [-3.5691, -4.4878, -3.1318], [-0.2770, -3.5449, -3.8056], [-0.1979, -4.9270, -3.8953], [0.7056, -5.5048, -4.7716], [1.5342, -4.7093, -5.5443], [1.4673, -3.3288, -5.4402], [0.5628, -2.7456, -4.5721], [-1.8851, -4.2291, -0.2034], [-3.4244, -6.0595, 0.3840], [-5.0309, -6.9088, -1.2920], [-5.1363, -5.8898, -3.5270], [-3.6038, -4.0356, -4.1141], [-0.8395, -5.5479, -3.2870], [0.7562, -6.5794, -4.8589], [2.2314, -5.1617, -6.2335], [2.1086, -2.7111, -6.0526], [0.4858, -1.6683, -4.4915]],
  "lowdin_charge": [1.346, -0.205, -0.148, -0.095, 0.021, -0.137, -0.532, -0.023, -0.030, -0.047, -0.520, -0.025, -0.031, -0.031, -0.511, -0.032, -0.035, -0.039, 0.085, 0.131, 0.089, 0.096, 0.047, 0.085, 0.092, 0.091, 0.025, 0.091, 0.093, 0.063, 0.095, 0.092, 0.056, 0.097, 0.074, 0.093, 0.063, 0.095, 0.069, 0.060, 0.097, 0.065, 0.094, 0.099, 0.072, 0.100, 0.092, -0.080, -0.143, -0.610, 0.111, -0.229, 0.094, -0.053, 0.085, 0.133, -0.041, -0.056, -0.138, -0.135, -0.139, -0.067, -0.022, -0.446, -0.223, 0.092, 0.026, 0.104, 0.131, 0.138, 0.115, 0.127, 0.133, 0.138, 0.101, 0.103, 0.066, 0.344, 0.214, 0.422, -0.399, -0.110, -0.066, -0.065, -0.063, -0.099, -0.389, -0.069, -0.066, -0.074, -0.084, -0.125, 0.042, 0.108, 0.109, 0.111, 0.100, 0.108, 0.110, 0.108, 0.100, 0.087]
}